Molecular formula: C3H3NO2
Method: DFT, the ωB97M-V functional and the def2-TZVPD basis

As for the multiplicity: 3. The value obtained for the electronic energy is -8737.750 eV. The charge is 0. Its HOMO energy (spin up / spin down) is -4.5 / -11.2 eV. The value obtained for the frontier orbital gap (spin up / spin down) is 5.33 / 7.69 eV. The strongest force on any atom is 8.3 eV/Å.

Last columns: bonded neighbours and bond lengths (Å).
Geometry (Å):
1 C 0.54 1.44 0.36  N4 1.190, O6 1.161
2 C 2.34 -1.42 1.01  O5 1.125
3 C -1.36 -0.17 -0.49  N4 1.463, H7 1.032, H8 1.074, H9 1.135
4 N -0.44 0.85 0.01  C1 1.190, C3 1.463
5 O 2.52 -1.74 -0.06  C2 1.125
6 O 1.25 2.21 0.86  C1 1.161
7 H -2.17 0.01 0.13  C3 1.032
8 H -1.08 -1.18 -0.23  C3 1.074
9 H -1.60 0.00 -1.58  C3 1.135

So, what does the Löwdin scheme give us? The charges, in e, come out as: C -0.48; C -0.04; C -0.04; N 0.14; O -0.01; O 0.17; H 0.06; H 0.08; H 0.12



Molecular formula: C3H3NO2
Method: DFT, the ωB97M-V functional and the def2-TZVPD basis

As for the multiplicity: 3. The value obtained for the electronic energy is -8734.107 eV. The charge is 0. Its HOMO energy (spin up / spin down) is -7.0 / -10.3 eV. The value obtained for the frontier orbital gap (spin up / spin down) is 8.07 / 5.57 eV. The strongest force on any atom is 4.0 eV/Å.

Last columns: bonded neighbours and bond lengths (Å).
Geometry (Å):
1 C 3.70 -1.29 -0.30  N4 1.166
2 C 1.28 1.12 0.10  C3 1.478, O5 1.299, O6 1.350
3 C 0.52 0.07 -0.61  C2 1.478, H7 1.125, H8 1.049, H9 1.154
4 N 2.84 -0.68 0.19  C1 1.166
5 O 2.02 2.13 -0.27  C2 1.299, O6 1.433
6 O 1.03 2.27 0.76  C2 1.350, O5 1.433
7 H 0.11 -0.75 0.04  C3 1.125
8 H 1.27 -0.39 -1.17  C3 1.049
9 H -0.28 0.62 -1.24  C3 1.154

So, what does the Löwdin scheme give us? The charges, in e, come out as: C 0.11; C -0.49; C -0.05; N 0.03; O 0.07; O 0.08; H 0.10; H 0.02; H 0.12



Molecular formula: C3H3NO2S
Method: DFT, the ωB97M-V functional and the def2-TZVPD basis

As for the structure (SMILES): S=C1CON=CO1. The value obtained for the electronic energy is -19575.817 eV. The charge is 0. Its HOMO energy is -9.5 eV. The value obtained for the frontier orbital gap is 9.27 eV. The strongest force on any atom is 6.1 eV/Å.

Last columns: bonded neighbours and bond lengths (Å).
Geometry (Å):
1 S -2.25 -0.12 -0.06  C2 1.579
2 C -0.70 0.12 0.06  S1 1.579, C3 1.489, O7 1.379
3 C 0.25 1.27 0.16  C2 1.489, O4 1.365, H8 1.109, H9 1.197
4 O 1.51 0.95 -0.25  C3 1.365, N5 1.355
5 N 2.22 -0.18 -0.05  O4 1.355, C6 1.185
6 C 1.46 -1.08 0.11  N5 1.185, O7 1.379, H10 1.027
7 O 0.08 -1.02 0.02  C2 1.379, C6 1.379
8 H -0.28 2.16 -0.24  C3 1.109
9 H 0.18 1.60 1.31  C3 1.197
10 H 1.88 -2.01 0.12  C6 1.027

So, what does the Löwdin scheme give us? The charges, in e, come out as: S 0.82; C -0.83; C -0.21; O -0.09; N 0.12; C -0.20; O -0.04; H 0.14; H 0.18; H 0.12



Molecular formula: C3H3NO2S
Method: DFT, the ωB97M-V functional and the def2-TZVPD basis

As for the structure (SMILES): O=CN(C=O)C=S. The value obtained for the electronic energy is -19577.985 eV. The charge is 0. Its HOMO energy is -8.8 eV. The value obtained for the frontier orbital gap is 8.18 eV. The strongest force on any atom is 5.1 eV/Å.

Last columns: bonded neighbours and bond lengths (Å).
Geometry (Å):
1 O 2.43 -0.08 0.22  C2 1.231
2 C 1.35 -0.54 -0.16  O1 1.231, N3 1.376, H8 1.077
3 N 0.08 -0.01 -0.17  C2 1.376, C4 1.407, C6 1.409
4 C -0.10 1.38 -0.04  N3 1.407, O5 1.196, H9 1.075
5 O -1.17 1.90 -0.01  C4 1.196
6 C -1.12 -0.74 -0.04  N3 1.409, S7 1.591, H10 1.235
7 S -2.66 -0.34 0.07  C6 1.591
8 H 1.09 -1.56 -0.35  C2 1.077
9 H 0.83 1.86 0.20  C4 1.075
10 H -0.74 -1.87 0.28  C6 1.235

So, what does the Löwdin scheme give us? The charges, in e, come out as: O 0.08; C -0.26; N -0.09; C -0.26; O 0.01; C -0.66; S 0.80; H 0.12; H 0.14; H 0.13